Formula: C24H24ClN2O3PPtS2
Source: the Open Molecules 2025 dataset
Level of theory: ωB97M-V with the def2-TZVPD basis set

Structure (ORCA input):
```
! wB97M-V def2-TZVPD RIJCOSX def2/J DEFGRID3
* xyz 0 3
Pt 0.309 -0.476 -0.602
Cl 1.050 -0.650 2.547
C -0.456 -1.426 2.972
C -0.881 -1.273 4.280
C -2.050 -1.889 4.698
C -2.782 -2.660 3.808
C -2.341 -2.803 2.500
C -1.175 -2.183 2.054
P -0.574 -2.361 0.338
C 0.562 -3.770 0.417
C 1.742 -3.728 -0.321
C 2.620 -4.808 -0.293
C 2.321 -5.923 0.472
C 1.147 -5.964 1.220
C 0.273 -4.891 1.198
C -2.007 -2.935 -0.633
C -3.128 -2.105 -0.723
C -4.201 -2.461 -1.521
C -4.160 -3.642 -2.259
C -3.046 -4.463 -2.189
C -1.972 -4.116 -1.371
H -0.292 -0.671 4.960
H -2.382 -1.764 5.721
H -3.694 -3.147 4.127
H -2.924 -3.397 1.806
H 1.998 -2.844 -0.896
H 3.545 -4.755 -0.855
H 3.008 -6.761 0.500
H 0.920 -6.831 1.828
H -0.630 -4.925 1.797
H -3.146 -1.166 -0.180
H -5.064 -1.811 -1.586
H -4.995 -3.914 -2.893
H -3.007 -5.379 -2.765
H -1.107 -4.765 -1.314
C -1.913 1.425 -3.864
C -1.372 0.989 -2.539
N -1.118 -0.251 -2.277
O -1.297 -1.110 -3.361
C -1.100 1.965 -1.483
C -1.561 3.383 -1.514
N -0.401 1.507 -0.466
O -0.101 2.177 0.536
H -2.493 0.637 -4.332
H -1.079 1.668 -4.528
H -2.528 2.316 -3.752
H -1.226 -1.987 -2.953
H -1.347 3.842 -2.481
H -1.040 3.939 -0.739
H -2.636 3.474 -1.328
C 4.318 1.674 0.925
O 3.414 1.348 -0.141
C 3.476 0.139 -0.679
S 4.587 -1.004 -0.286
S 2.223 -0.060 -1.906
H 3.986 2.647 1.270
H 5.338 1.714 0.550
H 4.259 0.932 1.718
*
```

For the frontier orbital gap (alpha / beta), the calculation gives 0.285 / 0.230 hartree.

***

Formula: C24H51IO11PS
Source: the Open Molecules 2025 dataset
Level of theory: ωB97M-V with the def2-TZVPD basis set

Structure (ORCA input):
```
! wB97M-V def2-TZVPD RIJCOSX def2/J DEFGRID3
* xyz -1 1
O -2.129 1.123 -2.245
S -1.590 0.828 -0.943
O -2.147 1.523 0.204
O -1.879 -0.721 -0.665
C 0.171 1.049 -0.906
C 1.034 -0.206 -1.018
C 2.522 0.148 -0.855
C 2.903 0.493 0.596
C 3.662 1.829 0.881
O 4.298 2.441 -0.194
P 3.301 3.726 -0.911
O 2.753 4.034 0.815
C 2.782 2.935 1.554
I 3.701 3.525 3.586
H -2.319 -0.746 0.195
H 0.337 1.555 0.048
H 0.406 1.739 -1.716
H 0.745 -0.932 -0.253
H 0.889 -0.657 -2.005
H 3.081 -0.736 -1.185
H 2.799 0.950 -1.538
H 3.555 -0.306 0.962
H 2.012 0.457 1.234
H 4.423 1.562 1.620
H 3.690 3.388 -2.254
H 4.391 4.630 -0.716
H 2.428 4.786 -1.356
H 2.194 2.793 -0.980
H 1.824 2.586 1.939
C 1.346 1.335 -6.214
C 0.942 1.724 -4.813
O 1.594 1.400 -3.849
C -0.343 2.504 -4.676
H 2.271 0.764 -6.188
H 0.566 0.727 -6.671
H 1.484 2.230 -6.824
H -1.166 1.900 -5.063
H -0.303 3.431 -5.252
H -0.542 2.730 -3.633
C 0.049 -2.769 -9.663
C 0.270 -2.380 -8.220
O 0.828 -1.353 -7.918
C -0.241 -3.340 -7.172
H 0.458 -2.003 -10.317
H 0.532 -3.726 -9.871
H -1.019 -2.887 -9.859
H 0.233 -4.315 -7.295
H -1.318 -3.476 -7.284
H -0.023 -2.951 -6.181
C 2.176 7.153 4.451
C 2.855 6.935 5.782
O 3.835 6.242 5.883
C 2.237 7.622 6.983
H 2.703 6.598 3.678
H 1.141 6.806 4.499
H 2.161 8.218 4.206
H 1.205 7.291 7.113
H 2.224 8.703 6.830
H 2.811 7.386 7.876
C -2.891 -3.950 1.521
C -2.421 -3.068 2.650
O -1.465 -2.339 2.537
C -3.208 -3.149 3.939
H -2.250 -3.796 0.654
H -2.867 -4.997 1.825
H -3.924 -3.709 1.260
H -3.195 -4.173 4.318
H -4.249 -2.877 3.758
H -2.774 -2.477 4.675
C -1.374 1.643 3.305
C -0.125 1.179 4.011
O 0.714 0.525 3.440
C 0.035 1.558 5.466
H -1.342 1.333 2.265
H -2.253 1.214 3.793
H -1.459 2.731 3.344
H -0.799 1.160 6.050
H 0.031 2.644 5.567
H 0.976 1.165 5.843
C -4.446 -8.461 0.282
C -4.292 -8.093 1.738
O -4.091 -6.954 2.085
C -4.399 -9.220 2.736
H -4.348 -7.571 -0.335
H -3.683 -9.189 -0.002
H -5.422 -8.919 0.113
H -3.636 -9.973 2.533
H -5.374 -9.704 2.650
H -4.272 -8.833 3.744
*
```

For the frontier orbital gap, the calculation gives 0.224 hartree.

***

Formula: C21H22N6O
Source: the Open Molecules 2025 dataset
Level of theory: ωB97M-V with the def2-TZVPD basis set

Structure (ORCA input):
```
! wB97M-V def2-TZVPD RIJCOSX def2/J DEFGRID3
* xyz 0 1
N 6.377 -0.025 1.836
C 5.409 0.021 2.509
N -3.446 0.060 -1.444
N 0.838 1.797 3.015
O -2.075 -1.563 -0.210
C -4.134 0.235 -2.617
C -2.971 -1.159 -1.165
C 1.337 1.392 4.173
C -3.241 -2.216 -1.994
C -3.833 -2.064 -3.205
C -1.144 0.758 0.185
C 0.926 0.183 4.666
C -1.499 -0.573 0.583
C -4.313 -0.810 -3.541
C -0.464 1.572 1.109
C 0.010 -0.621 4.056
C -1.102 -0.896 1.856
C -0.070 1.110 2.345
C -0.422 -0.145 2.843
N 3.501 1.774 5.346
N -5.924 0.951 -6.137
N -5.821 0.328 -4.874
C 2.246 2.322 4.804
C 4.281 0.174 3.429
C 4.608 1.240 4.460
C -4.536 0.963 -6.567
C -4.842 -0.688 -4.955
C -3.841 -0.195 -5.933
H -4.620 1.139 -2.841
H -2.584 -3.045 -1.799
H -3.636 -2.727 -4.029
H -1.309 1.124 -0.785
H 1.323 -0.106 5.595
H -0.202 2.512 0.752
H -0.262 -1.617 4.284
H -1.327 -1.857 2.243
H 3.917 2.352 5.984
H -6.366 1.805 -6.210
H -6.729 -0.063 -4.564
H 2.640 2.952 4.007
H 1.761 3.126 5.423
H 3.427 0.600 2.914
H 4.047 -0.755 3.878
H 4.942 2.116 3.930
H 5.348 0.901 5.124
H -4.461 0.932 -7.635
H -4.075 1.971 -6.343
H -5.204 -1.672 -5.292
H -3.597 -0.961 -6.720
H -2.829 0.007 -5.468
*
```

As for the SMILES: N#CCCNCc1ccc2cc(Oc3ccc([C@@H]4CCNN4)cn3)ccc2n1. The value obtained for the energy relative to the best compared isomer or geometry (same formula, charge and spin) is 465.0 kJ/mol. For the frontier orbital gap, the calculation gives 0.287 hartree.

***

Formula: ClH4N2OP
Source: the Open Molecules 2025 dataset
Level of theory: ωB97M-V with the def2-TZVPD basis set

Structure (ORCA input):
```
! wB97M-V def2-TZVPD RIJCOSX def2/J DEFGRID3
* xyz 0 1
N 0.087 -0.796 -1.155
N -0.313 0.466 1.191
O -1.457 -2.012 0.532
P -0.682 -0.797 0.287
Cl 1.814 2.352 -0.046
H -0.169 -1.493 -1.826
H 0.395 0.074 -1.747
H 0.826 1.738 0.517
H -0.501 0.469 2.246
*
```

The value obtained for the energy relative to the best compared isomer or geometry (same formula, charge and spin) is 158.2 kJ/mol. For the frontier orbital gap, the calculation gives 0.393 hartree.

***

Formula: C27H35PdS2SbTe
Source: the Open Molecules 2025 dataset
Level of theory: ωB97M-V with the def2-TZVPD basis set

Structure (ORCA input):
```
! wB97M-V def2-TZVPD RIJCOSX def2/J DEFGRID3
* xyz -2 1
Pd 1.906 1.205 -0.032
S 0.348 -0.076 1.435
C -0.559 1.206 2.187
C -1.204 0.947 3.399
C -2.149 1.780 3.948
C -2.413 2.997 3.329
C -1.683 3.329 2.212
C -0.762 2.470 1.602
S 0.034 2.934 0.088
H -1.003 0.052 3.927
H -2.628 1.559 4.929
H -2.992 3.792 3.808
H -1.831 4.296 1.768
Te 4.309 -0.836 -0.712
C 6.482 -0.908 -1.031
C 7.399 -0.534 -0.010
C 8.764 -0.793 -0.162
C 9.277 -1.374 -1.299
C 8.408 -1.673 -2.318
C 7.044 -1.503 -2.151
C 3.925 1.209 -0.713
C 3.078 1.888 -1.670
C 3.168 3.316 -1.791
C 4.130 4.003 -1.130
C 5.008 3.333 -0.262
C 4.851 2.013 0.020
H 7.035 -0.052 0.916
H 9.481 -0.399 0.533
H 10.320 -1.509 -1.417
H 8.769 -2.095 -3.253
H 6.378 -1.893 -2.928
H 2.634 1.356 -2.509
H 2.467 3.789 -2.494
H 4.184 5.085 -1.290
H 5.777 3.890 0.275
H 5.421 1.571 0.848
C -6.308 -1.260 1.011
C -5.555 -1.295 -0.290
C -6.346 -0.535 -1.323
Sb -3.599 -0.441 0.128
C -2.530 -0.846 -1.717
C -2.442 0.481 -2.497
C -3.065 -2.008 -2.569
C -2.847 -2.055 1.383
C -3.135 -1.844 2.882
C -3.171 -3.450 0.902
H -7.281 -1.785 0.942
H -6.552 -0.250 1.422
H -5.787 -1.745 1.846
H -5.463 -2.346 -0.661
H -6.488 0.517 -1.133
H -7.337 -0.937 -1.475
H -5.879 -0.573 -2.354
H -1.492 -1.019 -1.337
H -3.464 0.805 -2.840
H -1.848 0.404 -3.375
H -2.014 1.297 -1.855
H -4.071 -1.851 -2.870
H -3.076 -2.957 -2.002
H -2.463 -2.143 -3.467
H -1.801 -1.823 1.242
H -4.134 -2.180 3.119
H -3.095 -0.791 3.135
H -2.322 -2.334 3.402
H -4.255 -3.685 1.048
H -2.549 -4.228 1.387
H -3.004 -3.503 -0.131
*
```

For the frontier orbital gap, the calculation gives 0.154 hartree.

***

Formula: C23H57Cl2FN3NbO6PS
Source: the Open Molecules 2025 dataset
Level of theory: ωB97M-V with the def2-TZVPD basis set

Structure (ORCA input):
```
! wB97M-V def2-TZVPD RIJCOSX def2/J DEFGRID3
* xyz -1 1
C 0.005 4.281 -3.959
C -0.145 3.052 -4.739
Cl -1.834 2.538 -4.812
C 0.794 2.356 -5.323
Cl 0.282 0.948 -6.254
Nb 3.032 2.852 -5.240
C 3.674 1.033 -4.051
C 2.641 -0.010 -3.822
F 3.135 -1.018 -2.948
P 3.260 1.633 -7.543
S 5.089 1.937 -8.259
H 0.854 4.862 -4.261
H -0.877 4.884 -4.129
H 0.028 4.079 -2.902
H 2.702 4.371 -6.206
H 4.772 3.353 -5.330
H 2.762 3.836 -3.721
H 4.518 0.555 -4.546
H 4.033 1.389 -3.089
H 2.405 -0.527 -4.733
H 1.751 0.387 -3.354
H 3.008 0.247 -7.431
H 2.314 2.106 -8.476
C 9.550 -4.725 -2.764
O 8.146 -4.869 -2.691
C 7.647 -5.150 -1.390
C 6.884 -3.974 -0.817
N 7.773 -2.866 -0.491
C 7.089 -1.615 -0.158
C 6.222 -0.951 -1.224
O 6.940 -0.427 -2.322
C 7.243 -1.349 -3.350
H 9.821 -4.700 -3.819
H 9.892 -3.796 -2.296
H 10.060 -5.572 -2.295
H 8.452 -5.462 -0.717
H 6.954 -5.991 -1.492
H 6.373 -4.296 0.096
H 6.118 -3.691 -1.550
H 8.387 -2.694 -1.276
H 7.861 -0.898 0.129
H 6.473 -1.789 0.731
H 5.742 -0.090 -0.753
H 5.408 -1.597 -1.573
H 6.472 -2.116 -3.450
H 8.218 -1.822 -3.191
H 7.300 -0.792 -4.286
C -5.992 2.734 1.499
O -5.211 1.560 1.603
C -5.182 0.768 0.419
C -3.826 0.813 -0.250
N -3.560 2.120 -0.832
C -2.182 2.317 -1.287
C -1.064 2.255 -0.251
O -1.064 3.321 0.685
C -1.914 3.154 1.800
H -6.096 3.148 2.502
H -5.517 3.486 0.861
H -6.990 2.512 1.110
H -5.974 1.067 -0.273
H -5.380 -0.265 0.724
H -3.798 0.060 -1.043
H -3.079 0.533 0.506
H -3.778 2.835 -0.151
H -2.140 3.300 -1.759
H -1.970 1.588 -2.072
H -0.121 2.345 -0.796
H -1.025 1.291 0.270
H -2.000 2.105 2.096
H -2.911 3.564 1.611
H -1.483 3.714 2.632
C -5.557 1.625 6.075
O -6.677 0.906 5.598
C -6.436 0.181 4.394
C -6.425 -1.312 4.643
N -5.252 -1.722 5.405
C -5.290 -3.099 5.891
C -6.389 -3.495 6.872
O -6.283 -2.897 8.151
C -6.837 -1.599 8.266
H -5.903 2.277 6.876
H -4.783 0.962 6.478
H -5.119 2.244 5.287
H -5.515 0.511 3.907
H -7.263 0.410 3.716
H -6.421 -1.831 3.680
H -7.362 -1.564 5.159
H -5.141 -1.104 6.197
H -4.331 -3.292 6.379
H -5.342 -3.767 5.025
H -6.291 -4.570 7.045
H -7.394 -3.341 6.461
H -7.708 -1.468 7.620
H -6.097 -0.826 8.044
H -7.150 -1.466 9.302
*
```

For the frontier orbital gap, the calculation gives 0.218 hartree.

***

Formula: C2H4N2O2
Source: the Open Molecules 2025 dataset
Level of theory: ωB97M-V with the def2-TZVPD basis set

Structure (ORCA input):
```
! wB97M-V def2-TZVPD RIJCOSX def2/J DEFGRID3
* xyz 0 1
N -1.493 -0.401 -0.218
C -0.724 -0.902 0.823
O -1.090 -1.645 1.682
O 0.613 -0.472 0.911
C 1.197 0.406 0.070
N 0.885 0.538 -1.147
H -0.942 -0.134 -1.023
H -2.090 0.363 0.064
H 1.976 0.955 0.603
H 1.444 1.257 -1.593
*
```

As for the SMILES: [H]/N=C/OC(N)=O. The value obtained for the energy relative to the best compared isomer or geometry (same formula, charge and spin) is 139.3 kJ/mol. For the frontier orbital gap, the calculation gives 0.411 hartree.

***

Formula: C3H10INOP
Source: the Open Molecules 2025 dataset
Level of theory: ωB97M-V with the def2-TZVPD basis set

Structure (ORCA input):
```
! wB97M-V def2-TZVPD RIJCOSX def2/J DEFGRID3
* xyz 1 1
C 1.511 2.428 -0.681
C -2.194 -2.576 0.207
C 1.608 1.153 -0.013
N 1.113 0.921 1.145
O -0.333 -1.380 -1.248
P -0.760 -1.474 0.399
I -1.827 0.685 0.513
H 2.041 2.219 -1.573
H 0.488 2.758 -0.797
H 2.009 3.225 -0.122
H -2.860 -1.993 -0.404
H -2.135 -3.639 0.073
H -2.604 -2.386 1.207
H 2.193 0.407 -0.535
H 0.259 -2.152 -1.398
H 0.896 0.026 1.605
H 0.594 1.777 1.622
*
```

The value obtained for the energy relative to the best compared isomer or geometry (same formula, charge and spin) is 119.1 kJ/mol. For the frontier orbital gap, the calculation gives 0.300 hartree.

***

Formula: C8H13NOS
Source: the Open Molecules 2025 dataset
Level of theory: ωB97M-V with the def2-TZVPD basis set

Structure (ORCA input):
```
! wB97M-V def2-TZVPD RIJCOSX def2/J DEFGRID3
* xyz 0 1
C -0.070 -3.745 -0.183
C 0.762 -2.590 -0.848
C -0.153 -1.700 -1.706
C 0.555 -0.299 -2.045
C 1.125 0.623 -0.946
C -1.529 2.030 1.489
C -0.707 1.253 2.182
C 0.463 0.713 1.416
H 0.618 -4.340 0.526
H -0.427 -4.423 -1.032
H -0.800 -3.408 0.497
H 1.080 -2.036 -0.028
H 1.533 -2.969 -1.586
H -1.100 -1.679 -0.994
H -0.436 -2.168 -2.753
H -0.138 0.249 -2.650
H 1.472 -0.339 -2.775
H 1.400 1.630 -1.336
H 1.878 0.110 -0.445
H -2.415 2.524 1.853
H -0.577 1.197 3.225
N 0.183 0.934 0.124
O 1.484 0.069 1.664
S -1.119 1.928 -0.177
*
```

As for the SMILES: CCCCCn1sccc1=O. The value obtained for the energy relative to the best compared isomer or geometry (same formula, charge and spin) is 115.4 kJ/mol. For the frontier orbital gap, the calculation gives 0.334 hartree.

***

Formula: C12H40N2O8
Source: the Open Molecules 2025 dataset
Level of theory: ωB97M-V with the def2-TZVPD basis set

Structure (ORCA input):
```
! wB97M-V def2-TZVPD RIJCOSX def2/J DEFGRID3
* xyz -1 2
C 11.232 10.604 5.790
O 11.424 11.363 4.598
H 10.700 9.735 5.402
H 12.176 10.380 6.288
H 10.531 11.079 6.476
H 12.017 12.114 4.674
C 8.949 14.146 4.859
O 8.293 15.246 5.515
H 9.844 13.837 5.399
H 8.162 13.392 4.858
H 9.233 14.526 3.877
H 7.747 15.730 4.891
C 12.894 13.333 6.920
O 12.473 13.793 5.702
H 13.738 13.906 7.303
H 12.180 13.480 7.730
H 13.189 12.284 6.903
H 12.633 14.739 5.712
C 8.443 14.006 8.702
O 8.394 13.701 9.891
N 9.490 14.442 8.009
N 7.391 14.031 7.896
H 9.275 14.716 7.060
H 10.321 14.716 8.513
H 7.331 14.313 6.928
H 6.524 13.775 8.346
C 10.957 17.374 5.688
C 12.092 16.994 4.752
O 13.108 16.408 5.509
H 11.214 18.123 6.437
H 10.545 16.562 6.286
H 10.156 17.724 5.036
H 12.413 17.831 4.132
H 11.647 16.302 4.037
H 13.877 16.940 5.293
C 17.150 15.298 9.659
C 15.953 14.879 8.816
O 16.241 13.484 8.595
H 17.069 14.745 10.595
H 17.077 16.302 10.079
H 18.126 15.251 9.176
H 15.878 15.483 7.911
H 15.008 15.024 9.339
H 16.184 12.921 9.371
C 16.315 15.160 4.692
C 16.438 13.664 5.175
O 17.513 13.573 6.134
H 15.651 15.340 3.847
H 17.235 15.636 4.353
H 15.946 15.784 5.506
H 16.645 13.049 4.299
H 15.540 13.303 5.676
H 17.115 13.199 6.923
C 11.529 11.797 10.588
C 11.248 10.889 11.813
O 12.392 10.121 12.160
H 11.534 11.325 9.606
H 12.541 12.197 10.650
H 10.851 12.645 10.677
H 10.492 10.164 11.510
H 10.781 11.403 12.654
H 12.073 9.333 12.606
*
```

For the frontier orbital gap (alpha / beta), the calculation gives 0.062 / 0.331 hartree.

***

Formula: C4H11NO
Source: the Open Molecules 2025 dataset
Level of theory: ωB97M-V with the def2-TZVPD basis set

Structure (ORCA input):
```
! wB97M-V def2-TZVPD RIJCOSX def2/J DEFGRID3
* xyz 0 1
C -1.894 1.261 -1.434
C -0.722 0.787 -0.664
C 0.458 0.484 -1.279
N 1.596 0.118 -0.599
C 1.653 -0.105 0.848
H -1.671 1.584 -2.452
H -2.643 0.437 -1.483
H -2.403 2.047 -0.881
H -0.829 0.601 0.393
H 0.534 0.554 -2.353
H 2.146 -0.522 -1.149
H 0.735 -0.458 1.312
H 2.417 -0.886 0.946
H 1.934 0.880 1.234
H -0.889 -1.228 2.854
H 0.002 -2.325 2.266
O -0.906 -2.033 2.326
*
```

As for the SMILES: C/C=C/NC.O. The value obtained for the energy relative to the best compared isomer or geometry (same formula, charge and spin) is 162.2 kJ/mol. For the frontier orbital gap, the calculation gives 0.303 hartree.